Record 1
{"formula": "C2HClN2O", "method": "ωB97M-V with the def2-TZVPD basis set", "spin_multiplicity": 1, "lumo_ha": 0.01542, "gap_ev": 10.55, "de_lowest_kj_mol": 194.8, "smiles": "Clc1conn1", "species": ["C", "C", "H", "N", "N", "O", "Cl"], "positions_angstrom": [[-0.3390, -0.4292, 0.4102], [0.7871, -0.1982, -0.2977], [1.7491, -0.6546, -0.4130], [-0.7857, 1.4058, -0.4991], [-1.2031, 0.6036, 0.3222], [0.5253, 0.9907, -0.9302], [-0.7337, -1.7181, 1.4074]], "forces_ev_per_angstrom": [[1.00, -1.09, 1.01], [-1.60, 1.98, -0.56], [-0.01, -0.16, -0.13], [1.42, 1.50, -1.03], [-0.75, -0.62, -0.27], [-0.02, -0.74, 0.40], [-0.03, -0.86, 0.58]]}

Record 2
{"formula": "C2HClN2O", "method": "ωB97M-V with the def2-TZVPD basis set", "spin_multiplicity": 1, "lumo_ha": -0.08816, "gap_ev": 9.46, "de_lowest_kj_mol": 327.5, "species": ["C", "C", "N", "N", "O", "Cl", "H"], "positions_angstrom": [[0.1000, 1.7203, 0.3808], [-0.5512, -0.9284, -0.0913], [0.0367, 2.8236, 0.6214], [0.4256, -0.1022, -0.1648], [-1.7037, -0.7722, -0.0581], [0.3169, -2.6492, -0.3309], [1.3757, -0.0920, -0.3571]], "forces_ev_per_angstrom": [[0.82, -7.50, -2.32], [-0.49, -2.65, -1.01], [-0.17, 2.26, 0.59], [-0.11, 7.64, 2.08], [-1.08, -0.34, 0.63], [-0.75, 1.31, 0.21], [1.78, -0.72, -0.20]]}